The following is a quantum chemistry calculation of 2 unconnected molecules or ions with the total composition C2H8, from the Open Molecules 2025 dataset.

Highest occupied orbital energy, eV: -13.35
SMILES: C.C
Gap between HOMO and LUMO, Ha: 0.539
Maximum force, eV/A: 0.4
ΔE to the lowest compared entry with this formula, charge and spin, kcal per mole: 0.4

Geometry as ORCA input:
```
! wB97M-V def2-TZVPD RIJCOSX def2/J DEFGRID3
* xyz 0 1
H -1.60182 -5.71732 -2.39401
H 2.10983 4.22759 1.62689
H -0.54956 -4.32555 -2.82174
H 1.02162 5.53820 2.19778
C 1.55614 4.62273 2.49135
C -1.55586 -4.62261 -2.49144
H 2.26072 4.85407 3.30379
H -1.77495 -4.15839 -1.51856
H 0.83194 3.87073 2.83780
H -2.29804 -4.28944 -3.23183
*
```


The following is a quantum chemistry calculation of 2 unconnected molecules or ions with the total composition C2H8, from the Open Molecules 2025 dataset.

Highest occupied orbital energy, eV: -13.35
SMILES: C.C
Gap between HOMO and LUMO, Ha: 0.533
Maximum force, eV/A: 0.4
ΔE to the lowest compared entry with this formula, charge and spin, kcal per mole: 0.4

Geometry as ORCA input:
```
! wB97M-V def2-TZVPD RIJCOSX def2/J DEFGRID3
* xyz 0 1
H -0.17194 3.32710 -3.49217
H 1.01733 -2.18197 3.91195
H 0.06177 1.55203 -3.34678
H 0.97610 -3.29336 2.50135
H -1.57634 2.26203 -3.14753
H -0.32242 2.53016 -1.88958
C -0.50214 2.41760 -2.96894
H 0.57053 -1.55632 2.28814
C 0.50233 -2.41763 2.96895
H -0.55522 -2.63964 3.17458
*
```


The following is a quantum chemistry calculation of a molecular structure, C2H8AlFNO, from the Open Molecules 2025 dataset.

Highest occupied orbital energy, eV: -3.91
Gap between HOMO and LUMO, Ha: 0.287
Maximum force, eV/A: 0.2

Geometry as ORCA input:
```
! wB97M-V def2-TZVPD RIJCOSX def2/J DEFGRID3
* xyz -1 1
H -1.30960 -1.55621 -2.17282
H 0.75817 1.05754 -0.91923
H -1.00646 -1.09457 -0.03052
C 0.05910 0.65990 -0.17066
H -1.04635 -0.14636 2.55644
N -0.20584 -0.75097 -0.53767
H -0.85926 1.27733 -0.26539
F 0.73595 2.44819 2.15544
H -0.35350 -0.11872 -2.54872
H 2.40675 0.34695 1.75213
Al 0.85316 0.80530 1.68493
C -0.36155 -1.04289 -1.95541
H 0.44467 -1.68474 -2.33607
O -0.11522 -0.20075 2.78756
*
```


The following is a quantum chemistry calculation of a molecular structure, C2H8AlN4O6P in a non-equilibrium geometry, from the Open Molecules 2025 dataset.

Highest occupied orbital energy, eV: -8.24
Gap between HOMO and LUMO, Ha: 0.196
Maximum force, eV/A: 4.7
ΔE to the lowest compared entry with this formula, charge and spin, kcal per mole: 0.0

Geometry as ORCA input:
```
! wB97M-V def2-TZVPD RIJCOSX def2/J DEFGRID3
* xyz 0 1
O 15.03637 -11.06244 -10.80351
O 15.17226 -13.51488 -11.78597
C 19.43508 -11.13840 -18.89855
N 19.89952 -10.96723 -20.10416
N 19.98281 -10.34582 -17.99557
P 14.79335 -12.00427 -11.98612
H 22.60848 -14.74707 -13.36110
H 20.89711 -10.01240 -18.26573
N 21.98381 -15.16343 -14.03677
O 18.72078 -12.02826 -18.58691
C 20.73238 -14.74126 -13.87475
H 20.54771 -10.20012 -20.21138
H 21.44437 -12.99328 -13.09694
H 19.55064 -10.52075 -17.09962
N 20.65107 -13.57697 -13.32075
H 19.48509 -11.63150 -20.74220
O 15.79781 -11.67257 -13.22245
O 13.44462 -12.12397 -12.70093
Al 14.46196 -14.87338 -16.01223
H 21.96899 -16.16652 -14.15376
O 19.79389 -15.27896 -14.41313
H 19.73114 -13.16243 -13.27624
*
```


The following is a quantum chemistry calculation of a molecular structure, C2H8BBeN in a non-equilibrium geometry, from the Open Molecules 2025 dataset.

Highest occupied orbital energy, eV: -17.66
Gap between HOMO and LUMO, Ha: 0.153
Maximum force, eV/A: 2.2

Geometry as ORCA input:
```
! wB97M-V def2-TZVPD RIJCOSX def2/J DEFGRID3
* xyz 2 1
H -2.24319 1.10231 -0.94453
H -1.23192 1.70950 0.22565
H 0.47887 -1.27219 -1.38762
N -1.78258 0.90917 -0.06185
H 2.34652 -0.25844 0.58336
H -1.12907 -0.67009 1.13342
H 1.11185 0.91099 1.12019
C -1.22152 -0.38594 0.05250
H 1.92783 0.95014 -0.50640
Be 1.84844 -1.71404 0.43895
H -1.85363 -1.09307 -0.47364
C 1.46060 0.32454 0.27346
B 0.28780 -0.51288 -0.45350
*
```


The following is a quantum chemistry calculation of 2 unconnected molecules or ions with the total composition C2H8BNO3 in a non-equilibrium geometry, from the Open Molecules 2025 dataset.

Highest occupied orbital energy (alpha / beta), eV: -7.09 / -7.07
Gap between HOMO and LUMO (alpha / beta), Ha: 0.262 / 0.261
Maximum force, eV/A: 4.3
ΔE to the lowest compared entry with this formula, charge and spin, kcal per mole: 130.8

Geometry as ORCA input:
```
! wB97M-V def2-TZVPD RIJCOSX def2/J DEFGRID3
* xyz 0 1
H 2.06684 0.07857 1.65425
H -3.02543 1.56853 1.21763
C -2.61367 1.18352 0.35605
H -3.33709 1.15282 -0.51322
B -1.05967 -0.73395 0.27896
O -0.72960 -2.01994 0.18435
O 0.66424 0.84210 0.38571
C 2.44774 -0.55725 -0.23023
N 1.88442 0.40396 0.68833
H 3.52044 -0.81531 0.18791
H -1.49498 -2.65135 0.30585
H 2.43312 -0.13945 -1.16441
H 1.92739 -1.49612 -0.24365
H -1.68743 1.67094 0.21151
O -2.27572 -0.20968 0.26026
*
```


The following is a quantum chemistry calculation of C2H8Cl2N2Si in the gas phase in a non-equilibrium geometry, from the Open Molecules 2025 dataset.

Highest occupied orbital energy, eV: -8.25
SMILES: CN(N)[Si](C)(Cl)Cl
Gap between HOMO and LUMO, Ha: 0.324
Maximum force, eV/A: 4.7
ΔE to the lowest compared entry with this formula, charge and spin, kcal per mole: 11.8

Geometry as ORCA input:
```
! wB97M-V def2-TZVPD RIJCOSX def2/J DEFGRID3
* xyz 0 1
Cl 1.63683 -1.95734 -0.35758
N -0.51706 0.36012 0.91994
C 0.90463 0.55429 -2.11934
H -1.64809 -0.37731 2.31007
H 1.08336 -0.40582 -2.60992
H 1.69602 1.33318 -2.20388
Cl 2.57079 1.08197 0.42619
H -2.08469 -0.55119 -0.16928
H -1.96831 1.08228 -0.27678
Si 1.13431 -0.00805 -0.31631
H -0.38379 -1.61190 1.67480
C -0.63774 -0.55855 1.95528
N -1.82421 0.32409 0.36391
H -0.11472 0.91887 -2.19741
H 0.15268 -0.18465 2.60030
*
```


The following is a quantum chemistry calculation of a molecular structure, C2H8ClN2OP in a non-equilibrium geometry, from the Open Molecules 2025 dataset.

Highest occupied orbital energy, eV: -8.74
Gap between HOMO and LUMO, Ha: 0.341
Maximum force, eV/A: 3.5
ΔE to the lowest compared entry with this formula, charge and spin, kcal per mole: 34.2

Geometry as ORCA input:
```
! wB97M-V def2-TZVPD RIJCOSX def2/J DEFGRID3
* xyz 0 1
H 0.93442 -2.06673 -0.76649
O 1.78266 0.64429 1.36787
H 0.70175 -1.16275 2.86680
H 0.10303 1.00704 -1.99290
H -0.73622 -1.58718 2.00718
H -0.15518 2.36916 -0.65504
H -1.53498 1.99384 -1.85894
C -1.15150 0.58645 -0.34622
H 1.83142 -0.50417 -1.04058
P 0.79101 -0.32316 0.85592
N 1.49479 -1.26260 -0.35629
N 0.28858 -1.41390 1.97838
C -0.61748 1.58624 -1.30595
H -1.91166 0.95690 0.30843
Cl -1.82063 -0.82343 -1.06218
*
```